[1]
{
  "formula": "C3H8N2O",
  "method": "ωB97M-V/def2-TZVPD",
  "elements": ["C", "H", "C", "O", "H", "H", "N", "H", "C", "H", "H", "H", "N", "H"],
  "positions_angstrom": [[-1.5284, -1.2783, 0.3274], [2.2583, 0.6435, 0.5097], [0.7949, -0.7847, 0.1052], [1.3523, -1.8632, 0.2763], [-2.1038, -1.0213, 1.2256], [-0.9974, 1.5598, -0.8042], [-0.4415, -0.3577, 0.1222], [-0.1608, 1.9289, 0.7481], [-0.0459, 1.6290, -0.2866], [2.0494, 0.3501, -1.0967], [0.6131, 2.3064, -0.8340], [-2.2164, -1.2664, -0.5282], [1.5587, 0.4493, -0.2079], [-1.1324, -2.2954, 0.4432]],
  "atomic_forces_ev_per_a": [[-0.14, -0.13, 0.03], [-0.09, 0.01, -0.10], [-0.16, 0.09, -0.01], [-0.10, 0.18, -0.03], [0.08, -0.05, -0.12], [0.16, -0.07, 0.06], [0.23, -0.20, 0.01], [0.05, -0.06, -0.15], [-0.05, 0.33, -0.03], [-0.07, 0.03, 0.12], [-0.09, -0.09, 0.10], [0.08, -0.02, 0.12], [0.20, -0.13, 0.00], [-0.10, 0.09, -0.01]],
  "lumo_ev": 0.368,
  "homo_ev": -8.5,
  "spin_multiplicity": 1,
  "homo_lumo_gap_ev": 8.90
}


[2]
{
  "formula": "C3H8N2O",
  "method": "ωB97M-V/def2-TZVPD",
  "elements": ["C", "N", "H", "H", "H", "C", "O", "C", "H", "H", "N", "H", "H", "H"],
  "positions_angstrom": [[-0.5248, 0.0012, 0.8575], [0.0593, 0.6209, -0.2210], [-0.2045, 0.6188, -2.2764], [1.8331, -1.1908, -1.2458], [-1.2682, 0.4162, 2.8530], [-0.6952, 0.8916, 2.0680], [-0.8402, -1.1688, 0.8443], [0.2012, -0.0527, -1.5164], [-0.4224, -0.9347, -1.4513], [0.1756, 1.6176, -0.1347], [1.5361, -0.4527, -1.8789], [-1.2162, 1.8107, 1.7869], [2.1925, 0.3107, -1.7665], [0.2921, 1.1882, 2.4423]],
  "atomic_forces_ev_per_a": [[0.24, 0.11, -0.09], [-0.28, -0.14, 0.34], [0.08, -0.09, -0.03], [0.06, 0.08, -0.15], [0.05, -0.28, 0.00], [0.15, 0.52, -0.14], [-0.08, -0.25, 0.02], [-0.16, 0.58, 0.22], [-0.12, -0.12, -0.10], [0.09, -0.05, -0.27], [0.14, -0.25, 0.28], [0.03, -0.01, -0.01], [-0.03, 0.02, -0.08], [-0.18, -0.12, 0.03]],
  "lumo_ev": 0.826,
  "homo_ev": -9.5,
  "smiles": "CC(=O)NCN",
  "spin_multiplicity": 1,
  "homo_lumo_gap_ev": 10.36
}


[3]
{
  "formula": "C3H8N2O",
  "method": "ωB97M-V/def2-TZVPD",
  "elements": ["N", "H", "C", "C", "N", "H", "H", "H", "H", "H", "H", "C", "H", "O"],
  "positions_angstrom": [[-2.2529, -0.5043, -0.5411], [-3.1209, -0.7952, -0.1270], [2.2216, 0.5168, -0.5230], [-1.2864, -0.3814, 0.5673], [-0.1221, 0.3558, 0.1843], [-0.9644, -1.3777, 0.8825], [-1.8237, 0.0501, 1.4239], [3.1142, 0.0085, -0.1691], [1.9468, 0.0999, -1.4918], [-2.4022, 0.4215, -0.9066], [-0.1403, 0.8921, -0.6662], [1.1753, -0.0580, 0.4701], [2.1943, 1.5957, -0.4509], [1.4606, -0.8238, 1.3478]],
  "atomic_forces_ev_per_a": [[1.08, -0.08, 0.03], [-0.41, -0.14, -0.06], [-1.05, -1.48, 1.37], [-0.90, -0.60, 0.53], [1.15, 0.12, -0.19], [0.01, 0.06, -0.07], [0.52, 0.27, 0.11], [0.46, 0.66, -0.27], [0.15, 0.46, -0.22], [-0.31, 0.32, -0.20], [-0.51, 0.04, -0.06], [-0.61, 0.71, -1.26], [0.42, 0.17, -0.33], [-0.01, -0.49, 0.62]],
  "lumo_ev": 0.876,
  "homo_ev": -9.5,
  "smiles": "CC(=O)NCN",
  "spin_multiplicity": 1,
  "homo_lumo_gap_ev": 10.38
}


[4]
{
  "formula": "C3H8N2O",
  "method": "ωB97M-V/def2-TZVPD",
  "elements": ["H", "H", "N", "N", "H", "O", "H", "H", "C", "H", "H", "C", "H", "C"],
  "positions_angstrom": [[0.7509, 1.0669, 1.9250], [-1.6312, 0.8120, 0.8688], [0.0853, -1.6349, -0.7857], [0.4050, 0.8306, 1.0128], [2.3202, 1.1804, 0.4562], [1.0609, 1.5228, -1.1058], [0.9373, -1.3305, -0.3335], [0.2795, -1.6906, -1.7764], [-0.8333, 0.0779, 0.7547], [-0.8036, 0.1792, -1.3730], [-1.9201, -1.0113, -0.6531], [-0.9378, -0.5706, -0.5951], [-1.0087, -0.6084, 1.5815], [1.2955, 1.1765, 0.0235]],
  "atomic_forces_ev_per_a": [[-0.24, -0.70, 0.32], [-0.45, -0.10, -0.33], [-0.62, 0.34, 0.33], [0.59, -0.65, -1.42], [0.01, 0.28, -0.32], [-0.11, -0.59, -0.34], [0.18, -0.11, -0.11], [0.18, -0.14, 0.00], [-0.58, 1.58, 1.11], [-0.39, 0.16, 0.07], [-0.39, -0.14, -0.10], [1.16, -0.40, -0.29], [0.34, -0.37, -0.10], [0.31, 0.84, 1.18]],
  "lumo_ev": 0.839,
  "homo_ev": -9.4,
  "smiles": "NCCNC=O",
  "spin_multiplicity": 1,
  "homo_lumo_gap_ev": 10.23
}


[5]
{
  "formula": "C3H8N2O",
  "method": "ωB97M-V/def2-TZVPD",
  "elements": ["H", "H", "N", "C", "H", "H", "N", "H", "C", "O", "H", "H", "C", "H"],
  "positions_angstrom": [[-1.9977, 1.5149, -0.3510], [-1.2652, -0.9921, 1.1399], [0.9999, -0.4110, 0.2506], [-0.1376, -0.3332, -0.5014], [3.0705, -0.6968, 0.1596], [2.2624, -0.3698, -1.3918], [-1.3283, -0.4952, 0.2599], [-2.3733, 1.1498, 1.3491], [-2.4974, 0.8024, 0.3161], [-0.1678, -0.1458, -1.6952], [0.9114, -0.2995, 1.2483], [-2.3138, -0.5727, -0.2021], [2.2935, -0.1076, -0.3343], [2.5435, 0.9565, -0.2477]],
  "atomic_forces_ev_per_a": [[-0.07, -0.12, 0.05], [0.01, 0.15, -0.11], [-0.15, 0.05, 0.04], [0.01, 0.12, -0.08], [-0.13, 0.07, -0.07], [0.00, 0.03, 0.13], [-0.12, -0.15, -0.04], [-0.02, -0.05, -0.14], [0.17, 0.36, 0.20], [-0.01, -0.03, 0.32], [-0.05, -0.03, -0.09], [0.26, -0.25, -0.09], [0.15, 0.02, -0.09], [-0.06, -0.15, -0.03]],
  "lumo_ev": 0.543,
  "homo_ev": -8.0,
  "spin_multiplicity": 1,
  "homo_lumo_gap_ev": 8.56
}


[6]
{
  "formula": "C3H8N2O",
  "method": "ωB97M-V/def2-TZVPD",
  "elements": ["N", "H", "H", "C", "H", "H", "H", "H", "C", "H", "N", "C", "H", "O"],
  "positions_angstrom": [[-1.3058, 0.0464, -0.7631], [-1.3119, -0.8733, -1.3008], [1.8301, -2.0394, -1.0773], [-0.1983, 1.3204, 1.1580], [-0.6109, 0.6779, 1.9609], [0.0853, -1.9440, -1.3446], [0.4492, 1.1332, -0.9792], [0.6978, 1.7526, 1.4379], [-0.0104, 0.5300, -0.1782], [-0.9217, 2.1776, 0.8630], [0.9376, -1.4533, -1.0069], [0.8547, -0.6651, 0.1069], [-1.9845, 0.0780, -0.0261], [1.4887, -0.7410, 1.1495]],
  "atomic_forces_ev_per_a": [[2.54, -1.27, 1.19], [-0.30, 2.12, 0.45], [-1.96, 0.78, 0.35], [-3.70, 0.33, -2.43], [0.22, 0.45, -0.51], [1.30, 0.59, 0.25], [0.50, -0.38, 0.33], [1.82, 0.73, 0.62], [-3.10, 1.82, 0.62], [1.03, -1.29, 0.95], [1.68, -2.24, -0.25], [2.33, -2.14, 0.76], [-1.12, 0.01, 0.09], [-1.25, 0.49, -2.42]],
  "lumo_ev": [-4.065, -9.162],
  "homo_ev": [-16.0, -15.5],
  "spin_multiplicity": 2,
  "total_charge": 1,
  "homo_lumo_gap_ev": [11.98, 6.31]
}


[7]
{
  "formula": "C3H8N2O2",
  "method": "ωB97M-V/def2-TZVPD",
  "elements": ["O", "H", "H", "H", "H", "C", "H", "H", "N", "C", "H", "C", "H", "N", "O"],
  "positions_angstrom": [[-1.3890, -1.4511, 0.4039], [1.8034, -1.5965, 1.2383], [-2.1178, 0.2937, 1.1262], [-0.0711, 2.2268, -1.9946], [0.3514, 0.2214, 1.5430], [0.4531, 0.3800, 0.4752], [-1.0593, -1.8125, -0.4275], [2.7220, -0.2483, 1.4722], [-0.2531, 1.3319, -1.5731], [-0.4276, 1.1263, -0.2398], [-2.3059, 0.0863, -0.6216], [-1.6347, -0.0739, 0.2237], [-0.0313, 0.6364, -2.2728], [2.4108, -0.9215, 0.7713], [1.5492, -0.1991, -0.1244]],
  "atomic_forces_ev_per_a": [[0.69, 0.07, -0.22], [0.12, 0.07, 0.00], [0.04, -0.25, 0.05], [-0.43, 0.27, 0.73], [-0.14, -0.42, -0.06], [1.85, 0.54, -1.21], [-0.06, -0.05, 0.05], [-0.03, -0.09, -0.10], [0.03, 0.46, -2.96], [-0.50, -3.28, 2.43], [-0.11, -0.05, -0.01], [-1.25, 2.56, -0.33], [0.30, -0.44, 0.64], [-0.23, 0.11, -0.04], [-0.29, 0.48, 1.03]],
  "lumo_ev": 0.787,
  "homo_ev": -8.0,
  "smiles": "NO/C=C(\\N)CO",
  "spin_multiplicity": 1,
  "homo_lumo_gap_ev": 8.76
}


[8]
{
  "formula": "C3H8N2O2",
  "method": "ωB97M-V/def2-TZVPD",
  "elements": ["N", "H", "H", "C", "O", "H", "C", "N", "O", "H", "H", "H", "C", "H", "H"],
  "positions_angstrom": [[-0.6652, -0.7250, 0.6845], [0.6970, 1.2880, -1.0589], [-0.3282, 0.1390, 2.6023], [0.2254, -1.3770, -0.1656], [-2.3376, 1.0545, -0.8777], [-1.4970, 1.1055, -1.3456], [0.1002, -0.2220, 1.6864], [1.3782, -0.4714, 1.5562], [0.6464, 1.6515, -1.9547], [-1.5403, -0.2781, 0.4279], [1.3697, 2.2896, -1.9567], [2.4147, -1.3262, -0.1285], [1.4649, -1.0836, 0.3274], [-3.0298, 1.4995, -1.3681], [0.0306, -1.3827, -1.2263]],
  "atomic_forces_ev_per_a": [[0.55, 0.09, 0.19], [0.11, -0.14, -0.09], [-0.19, 0.44, 0.03], [-0.04, 2.29, -1.11], [0.07, -0.43, 0.61], [-0.23, 0.44, -0.46], [-0.07, -0.54, 0.82], [0.00, 0.21, -0.52], [0.02, -0.03, 0.43], [-0.16, -0.61, -0.09], [-0.13, 0.03, -0.19], [-0.06, -0.08, 0.15], [0.31, -0.85, 0.55], [0.23, 0.09, -0.28], [-0.40, -0.90, -0.03]],
  "lumo_ev": 0.586,
  "homo_ev": -9.0,
  "smiles": "c1c[nH]cn1.O.O",
  "spin_multiplicity": 1,
  "homo_lumo_gap_ev": 9.61
}


[9]
{
  "formula": "C3H8N2O2",
  "method": "ωB97M-V/def2-TZVPD",
  "elements": ["C", "H", "H", "N", "H", "N", "H", "O", "C", "H", "H", "O", "C", "H", "H"],
  "positions_angstrom": [[0.5791, 1.7241, 0.2986], [-0.9674, 0.6281, -1.4501], [0.8792, 1.8201, -0.7477], [-1.9105, -0.8409, -0.4010], [1.4578, 1.4492, 0.8864], [-1.2752, 0.3305, -0.5211], [-0.8118, 0.4251, 1.4630], [1.3232, -1.4097, -0.7473], [0.5888, -1.5254, 0.3993], [2.2608, -1.5609, -0.5312], [-2.3190, -1.0952, -1.2973], [1.0985, -1.7666, 1.4610], [-0.4730, 0.6870, 0.4719], [0.2388, 2.7002, 0.6591], [-0.6696, -1.5655, 0.0564]],
  "atomic_forces_ev_per_a": [[-0.10, 0.16, -0.06], [-0.22, 0.07, 0.15], [0.02, 0.00, 0.09], [-0.84, 0.20, -0.10], [-0.06, -0.01, -0.08], [1.55, -0.96, 0.36], [0.10, -0.32, -0.01], [0.23, 0.02, -0.07], [-1.40, -0.36, -0.40], [-0.19, 0.01, 0.09], [-0.02, 0.24, 0.00], [0.06, 0.05, -0.09], [-0.83, 0.75, -0.40], [0.06, -0.04, -0.01], [1.64, 0.21, 0.53]],
  "lumo_ev": 0.567,
  "homo_ev": -8.3,
  "spin_multiplicity": 1,
  "homo_lumo_gap_ev": 8.85
}


[10]
{
  "formula": "C3H8N2O2",
  "method": "ωB97M-V/def2-TZVPD",
  "elements": ["O", "C", "H", "N", "H", "H", "N", "H", "C", "H", "O", "H", "H", "C", "H"],
  "positions_angstrom": [[-3.2430, 0.7306, -0.9625], [0.5523, 1.8490, 0.6529], [1.5541, -0.8970, -1.7473], [0.1416, -1.9719, -0.7798], [1.9518, -1.3255, -0.0664], [0.0678, 0.8046, 0.5814], [-0.4429, -1.5726, 0.1740], [0.0231, -1.0922, 1.0690], [-3.1666, 0.7157, 0.1933], [1.6264, 1.5717, 0.3061], [-3.0851, 0.6796, 1.3157], [1.9682, -2.4990, -1.4881], [0.5761, 2.1990, 1.6541], [1.5130, -1.6588, -0.9925], [-0.0368, 2.4670, 0.0899]],
  "atomic_forces_ev_per_a": [[-0.06, 0.15, -0.30], [2.18, -4.64, 0.10], [-0.11, 0.72, -0.26], [0.45, -0.12, -2.03], [0.72, 0.08, 0.35], [0.41, 1.75, 0.52], [-2.54, 0.61, 3.94], [0.51, -0.71, -2.22], [-0.13, -0.20, -3.51], [-1.80, 1.27, 0.25], [0.24, 0.01, 3.80], [0.52, -0.49, 0.32], [0.05, 0.08, 0.97], [0.40, -0.27, -0.05], [-0.85, 1.76, -1.87]],
  "lumo_ev": 0.707,
  "homo_ev": -8.8,
  "smiles": "[H]/N=N\\C.O=C=O.C",
  "spin_multiplicity": 1,
  "homo_lumo_gap_ev": 9.47
}


[11]
{
  "formula": "C3H8N2O2",
  "method": "ωB97M-V/def2-TZVPD",
  "elements": ["H", "H", "C", "H", "H", "N", "C", "C", "O", "H", "H", "O", "H", "H", "N"],
  "positions_angstrom": [[0.8109, 1.5714, 0.4653], [0.4571, -1.1329, -0.0075], [-0.0425, -0.2018, -0.0320], [-1.1391, -0.4495, -3.1015], [-1.4593, -1.1003, -1.7259], [-1.2541, -0.1983, -2.1713], [-0.1779, 0.3733, -1.4619], [0.9084, 0.3137, 2.0513], [1.4068, 0.9785, 2.9810], [-1.0505, -0.2535, 0.4474], [0.8241, 0.1273, -1.9025], [0.4506, -0.9803, 2.2560], [-0.3715, 1.3655, -1.4598], [-0.2479, -1.0087, 2.9133], [0.8847, 0.5955, 0.7481]],
  "atomic_forces_ev_per_a": [[0.70, -0.12, 0.72], [-0.40, -1.48, -0.66], [-1.10, 0.90, -0.74], [0.77, 0.06, -2.05], [-0.30, 0.40, -0.25], [-2.18, -2.07, 2.02], [2.86, -3.09, 0.44], [1.90, 0.61, 3.98], [-1.64, -1.25, -2.52], [0.66, -0.09, -0.34], [-0.59, 0.68, -0.04], [0.06, 0.27, -0.19], [0.11, 3.52, 0.39], [0.24, 0.18, 0.49], [-1.09, 1.48, -1.25]],
  "lumo_ev": 0.646,
  "homo_ev": -9.8,
  "smiles": "NCCNC(=O)O",
  "spin_multiplicity": 1,
  "homo_lumo_gap_ev": 10.42
}


[12]
{
  "formula": "C3H8N2O2",
  "method": "ωB97M-V/def2-TZVPD",
  "elements": ["N", "O", "C", "H", "C", "H", "H", "N", "O", "C", "H", "H", "H", "H", "H"],
  "positions_angstrom": [[0.2336, -0.8508, 0.6341], [-0.7466, -0.9530, 2.6391], [-0.0527, 0.5815, -1.3710], [1.0306, -1.2183, -1.2110], [-0.6097, -0.2139, 1.4948], [0.9416, 1.8146, -0.0694], [-0.2376, 0.6216, -2.4259], [1.0146, 1.4793, -1.0114], [-1.1358, 0.8627, 1.3679], [0.0908, -0.8234, -0.8210], [1.9316, 1.2583, -1.3549], [-0.7271, -1.4839, -1.1203], [-1.3999, -0.4831, 3.1752], [0.6158, -1.6680, 1.0653], [-0.9492, 1.0765, -0.9915]],
  "atomic_forces_ev_per_a": [[-0.40, 0.38, 0.37], [-0.10, 0.09, -0.14], [-0.55, 1.11, 0.86], [-0.08, -0.22, -0.07], [0.35, -0.24, 0.27], [0.38, -0.10, 0.18], [0.32, -0.56, -0.83], [-0.30, 0.32, -0.63], [-0.33, 0.10, -0.24], [0.39, -0.07, 0.06], [0.15, -0.10, 0.32], [-0.05, 0.08, -0.18], [0.18, 0.07, 0.07], [0.13, -0.47, -0.26], [-0.07, -0.40, 0.22]],
  "lumo_ev": 0.747,
  "homo_ev": -8.9,
  "smiles": "NCCNC(=O)O",
  "spin_multiplicity": 1,
  "homo_lumo_gap_ev": 9.69
}


Relative energy (zero: lowest compared OMol25 entry of this formula, charge and spin) (computed, eV): 4.295, 0.401, 0.862, 1.319, 4.327, 1.163, 6.467, 1.381, 3.910, 2.903, 1.526, 0.494